Below is C4H8N2O2 as an isolated structure, with properties calculated with wB97M-V/def2-TZVPD.

Values from the calculation:
* E_LUMO: -0.0583 Ha
* energy relative to the best compared isomer or geometry (same formula, charge and spin): 746.6 kJ/mol
* energy: -416.9716 Eh
* HOMO energy: -8.738 eV
* orbital gap: 7.2 eV

Each line ends with the Löwdin charge.
CARTESIAN COORDINATES (ANGSTROEM)
1 C -0.09596 1.29936 -1.54052  -0.0779
2 H 0.55330 0.60849 -2.08348  0.0962
3 O 1.37128 0.02277 0.71325  -0.2557
4 C 0.40510 -1.24142 0.98991  -0.3198
5 H -0.96829 1.53739 -2.16299  0.0995
6 O 0.84604 -2.32830 0.69870  0.1025
7 H -1.78292 -2.37205 -0.46287  0.0574
8 N 1.70949 0.70481 1.86560  0.0006
9 H -0.02133 -1.02577 1.98889  0.1471
10 H 0.97972 1.39459 2.05296  0.0760
11 H 2.58516 1.19677 1.71719  0.0850
12 H 0.44323 2.22476 -1.33777  0.0787
13 H -2.69248 -0.95024 -1.25063  0.0617
14 C -1.84835 -1.31770 -0.68431  0.0584
15 N -0.56122 0.73744 -0.29810  0.0650
16 C -0.92277 -0.49089 -0.20581  -0.2747


Below is a 2-piece molecular cluster, C4H8N2O2 overall, with properties calculated with wB97M-V/def2-TZVPD.

Values from the calculation:
* E_LUMO: -0.0116 Ha
* structure (SMILES): COC(N)=O.CC#N
* energy relative to the best compared isomer or geometry (same formula, charge and spin): 412.3 kJ/mol
* energy: -417.0989 Eh
* HOMO energy: -9.363 eV
* orbital gap: 9.0 eV

Each line ends with the Löwdin charge.
CARTESIAN COORDINATES (ANGSTROEM)
1 H 2.07217 -1.71786 -1.95401  0.0881
2 H -0.78315 2.74064 -0.84616  0.0744
3 H 0.00849 -0.69020 2.80106  0.1163
4 H -1.67817 1.15538 -1.19856  0.0858
5 O -0.77612 1.31805 0.59674  -0.2137
6 H 1.79658 -2.32457 -0.31473  0.0897
7 H 1.07462 0.47501 1.88061  0.1036
8 H 0.47929 -2.39710 -1.51424  0.0856
9 H -2.30300 2.49682 -0.12755  0.0778
10 C 1.33252 -1.81679 -1.16077  -0.0403
11 N 0.33623 -0.20809 1.97807  0.1523
12 C 0.84787 -0.50195 -0.72425  -0.2543
13 N 1.13646 0.65005 -0.75892  0.2399
14 O -1.55556 -0.90379 0.89716  0.0986
15 C -1.42910 1.93927 -0.47530  -0.1450
16 C -0.55913 -0.21488 0.92084  -0.5589


Below is a 2-piece molecular cluster, C4H8N2O2 overall, with properties calculated with wB97M-V/def2-TZVPD.

Values from the calculation:
* E_LUMO: 0.0135 Ha
* energy relative to the best compared isomer or geometry (same formula, charge and spin): 739.4 kJ/mol
* energy: -416.9743 Eh
* HOMO energy: -10.030 eV
* orbital gap: 10.4 eV

Each line ends with the Löwdin charge.
CARTESIAN COORDINATES (ANGSTROEM)
1 N -2.06317 -1.65753 0.40896  -0.0248
2 H 3.04290 -0.35326 -0.89383  0.1427
3 C -0.54860 1.98839 -0.13132  -0.0225
4 H -1.22594 2.87793 0.21055  0.0952
5 H 0.59302 2.23444 0.23322  0.1309
6 N -2.15859 0.02262 0.42564  0.0823
7 C -1.07923 0.47403 -0.01770  -0.4176
8 H -3.08143 -1.68405 0.69315  0.0319
9 O 0.03608 -0.26109 -0.48913  0.0061
10 H 2.79686 -1.06207 1.08593  0.1777
11 C 2.30779 -1.00588 -0.11769  -0.0119
12 C 1.06030 -0.26718 0.27723  -0.6423
13 H -0.61565 1.98943 -1.31288  0.0981
14 H 1.65458 -1.89190 -0.72496  0.1442
15 H -1.78164 -1.88689 -0.93300  0.2148
16 O 1.06274 0.48302 1.28584  -0.0047


Below is a 2-piece molecular cluster, C4H8N2O2 overall, with properties calculated with wB97M-V/def2-TZVPD.

Values from the calculation:
* E_LUMO (alpha / beta): 0.0342 / -0.0405 Ha
* expectation value of S²: 2.011
* energy relative to the best compared isomer or geometry (same formula, charge and spin): 151.0 kJ/mol
* energy: -417.0051 Eh
* HOMO energy (alpha / beta): -8.589 / -9.125 eV
* orbital gap (alpha / beta): 9.5 / 8.0 eV
* spin multiplicity: 3

Each line ends with the Löwdin charge.
CARTESIAN COORDINATES (ANGSTROEM)
1 H 0.37271 -0.32635 -2.89159  0.0289
2 O 0.82160 1.63213 -1.34614  -0.0236
3 H -2.02071 0.48798 1.58654  0.0798
4 C -0.30986 -0.44335 1.56306  -0.5372
5 H 1.49113 -1.58330 2.16129  0.0991
6 C 1.09643 -0.52548 1.99657  -0.0689
7 C -0.45803 0.05684 -2.43542  -0.0001
8 O -1.01242 -1.61172 -0.35904  0.0463
9 H 1.69858 -0.04735 1.16932  0.0895
10 H -1.31039 -0.62062 -2.66596  0.0719
11 H 1.32088 1.36501 -2.11007  0.0796
12 N -1.08967 0.41002 2.03933  0.1658
13 H -0.98728 1.59895 -0.87266  0.1070
14 H 1.23595 0.19064 2.92225  0.1176
15 N -0.47803 -1.55806 0.71113  0.0021
16 C -0.37090 0.97465 -1.46860  -0.2577


Below is a single C4H8N2O3 molecule, with properties calculated with wB97M-V/def2-TZVPD.

Values from the calculation:
* E_LUMO: 0.0128 Ha
* structure (SMILES): O=C(NO)OC1CNC1
* energy relative to the best compared isomer or geometry (same formula, charge and spin): 862.9 kJ/mol
* energy: -492.1743 Eh
* HOMO energy: -8.564 eV
* orbital gap: 8.9 eV

Each line ends with the Löwdin charge.
CARTESIAN COORDINATES (ANGSTROEM)
1 H -1.45064 0.89258 -1.66488  0.1586
2 N -2.64591 0.49004 0.34770  -0.0573
3 H -2.82516 -0.54613 -1.71839  0.1140
4 N 2.47978 0.56699 0.04357  0.0296
5 C -2.08526 0.01645 -0.97040  -0.1484
6 C 1.09492 0.60594 -0.14578  -0.4164
7 H -0.91468 -0.32864 1.93721  0.1641
8 O 2.73707 -0.93251 0.18592  -0.1434
9 O 0.32743 1.62193 0.07078  0.0028
10 H -0.61209 -2.11428 -0.16806  0.1811
11 H 2.97127 1.08162 0.96036  0.2303
12 O 0.39338 -0.60234 -0.45247  -0.0745
13 C -0.93239 -0.96543 -0.24968  -0.3027
14 H -2.37281 -1.63256 1.15459  0.1242
15 H 3.58710 -1.01214 -0.58484  0.2139
16 C -1.76272 -0.62255 1.04893  -0.1481
17 H -2.77039 1.35722 0.81292  0.0723


Below is a single C4H8N2O3 molecule, with properties calculated with wB97M-V/def2-TZVPD.

Values from the calculation:
* E_LUMO (alpha / beta): 0.0161 / 0.0260 Ha
* energy relative to the best compared isomer or geometry (same formula, charge and spin): 794.0 kJ/mol
* energy: -492.2006 Eh
* HOMO energy (alpha / beta): -7.243 / -7.525 eV
* orbital gap (alpha / beta): 7.7 / 8.2 eV

Each line ends with the Löwdin charge.
CARTESIAN COORDINATES (ANGSTROEM)
1 C -1.83488 1.19496 0.19430  -0.0360
2 H -0.18935 -1.81000 -1.15916  0.0947
3 O 0.43286 1.24318 0.36024  -0.0165
4 H -2.83332 0.77692 -0.19693  0.1305
5 H -0.90923 -2.84559 -0.00768  0.0347
6 H 3.49260 1.31508 -0.28447  0.1137
7 N 1.71697 0.63181 0.16347  -0.1119
8 H -0.61577 0.19088 -1.26239  0.1720
9 O 2.58050 1.61686 -0.39737  0.0582
10 C -0.61402 0.39635 -0.12382  -0.4214
11 H -1.74704 2.06837 -0.37290  0.0645
12 H -0.75552 -0.98946 1.59582  0.1188
13 H -1.86489 1.34670 1.20620  0.0558
14 N -0.85536 -1.99234 -0.40685  0.0734
15 O 2.69507 -1.55532 0.01177  0.0180
16 C -0.56457 -0.94711 0.53408  -0.0845
17 C 1.86595 -0.64129 0.14569  -0.2639